ORCA calculation (wB97M-V/def2-TZVPD) on 2 unconnected molecules or ions with the total composition C6H12O.

The calculation puts the HOMO energy at -0.358 Eh. The calculated total energy is -310.9916 hartree. The value obtained for the relative energy (zero: lowest compared OMol25 entry of this formula, charge and spin) is 177.55 kJ/mol. As for the SMILES: C=CCCC.C=O. Its total charge is 0. For the max |F|, the calculation gives 0.56 eV/A.

Bonds (Å) are listed after each position.
Geometry (Å):
1 C -1.236 -1.835 -0.836  C2 1.526, H8 1.094, H9 1.093, H10 1.093
2 C 0.207 -1.354 -0.965  C1 1.526, C3 1.543, H11 1.096, H12 1.098
3 C 0.746 -0.765 0.355  C2 1.543, C4 1.505, H13 1.094, H14 1.093
4 C 1.512 0.520 0.191  C3 1.505, C5 1.332, H15 1.092
5 C 1.571 1.485 1.107  C4 1.332, H16 1.086, H17 1.089
6 C -1.411 2.069 0.357  O7 1.206, H18 1.107, H19 1.106
7 O -2.113 1.133 0.647  C6 1.206
8 H -1.335 -2.570 -0.031  C1 1.094
9 H -1.892 -0.993 -0.599  C1 1.093
10 H -1.593 -2.304 -1.758  C1 1.093
11 H 0.850 -2.177 -1.295  C2 1.096
12 H 0.261 -0.601 -1.762  C2 1.098
13 H -0.084 -0.592 1.046  C3 1.094
14 H 1.395 -1.498 0.841  C3 1.093
15 H 2.049 0.649 -0.751  C4 1.092
16 H 2.154 2.388 0.955  C5 1.086
17 H 1.068 1.378 2.067  C5 1.089
18 H -1.107 2.829 1.103  C6 1.107
19 H -1.042 2.239 -0.672  C6 1.106